DFT (the ωB97M-V functional and the def2-TZVPD basis) results for a structure of composition C28H42BrLuN2O4P.

```
79
Properties=species:S:1:pos:R:3:forces:R:3
H 2.474970 -0.473992 3.370398 0.021 -0.047 0.004
H 0.141139 -1.111550 -4.208645 -0.235 -0.087 0.030
H -2.964795 0.526054 -2.712931 0.248 0.166 -0.393
H 1.462038 -3.888393 1.814182 -0.374 0.063 0.037
C 1.536297 2.940927 -0.595089 -0.086 -0.299 0.515
H -2.390879 -1.751296 0.933854 -0.304 -0.955 0.657
C -0.493410 3.779354 -1.799967 0.049 0.027 -0.166
H -1.020639 -3.962029 2.655762 -0.245 0.200 0.129
C -0.225128 1.034428 2.364280 0.020 -0.825 -0.997
H -2.144822 -1.846552 -1.717320 -0.858 -0.102 -0.187
H -1.098032 3.748795 -2.722317 0.139 -0.010 0.402
H 2.098981 4.159467 -2.719956 -0.077 -0.366 -0.040
C -2.729528 1.129410 -0.296140 -3.173 2.574 -0.107
H 1.802018 3.800553 5.604082 -0.155 -0.228 -0.033
C 0.956782 2.646296 4.005978 -0.682 -1.116 0.805
N 0.045502 -2.285370 1.942466 -0.027 -0.502 -0.052
C 0.071670 1.575624 3.691764 0.267 0.582 0.224
C -0.314751 1.495850 -4.797250 -0.171 -0.193 -0.286
H -4.881531 -1.774390 -0.851401 0.109 0.087 -0.172
H 1.180590 3.319310 -3.960544 0.266 -0.104 0.253
H -2.613930 2.160495 -3.372330 0.160 -0.377 0.055
O -3.610319 1.854441 -0.453280 3.000 -2.451 0.506
C -1.223343 -2.904489 2.430525 0.080 0.050 0.033
C 1.154274 2.962151 5.352339 0.018 -0.358 0.123
O -1.377714 0.469135 2.148176 0.709 0.442 0.334
H -3.258028 -3.062217 1.718473 0.289 -0.032 -0.348
C 3.609926 -2.715959 -1.205074 -0.136 -0.621 -0.012
C -2.455634 1.079827 -3.518023 -0.165 0.066 -0.288
O 0.650132 0.919814 1.420649 -1.030 0.008 0.657
C -0.973444 0.686601 -3.668892 -0.178 0.630 0.556
C 2.231062 -1.306928 2.709636 0.795 0.083 0.129
H -1.568743 -2.442001 3.363825 0.223 0.159 -0.351
H -0.097112 4.805699 -1.712070 -0.159 -0.371 0.026
H 2.056059 0.411930 -3.062770 -0.072 -0.154 -0.009
N 1.135581 -1.590025 -0.510085 0.577 -1.221 -0.636
H 2.493574 2.461776 -3.065607 -0.224 0.328 -0.102
C 1.665168 3.182418 -2.989833 -0.199 0.085 -0.388
C 0.697613 2.800039 -1.860660 -0.237 0.211 -0.239
H -3.933385 -3.259137 -0.838376 0.083 0.279 -0.414
C -0.551065 0.847620 4.714375 0.101 0.300 0.298
H -2.956469 0.818489 -4.465468 0.060 0.100 0.303
H 1.087182 -2.812175 3.701826 -0.196 0.086 0.031
H 2.258543 -0.911653 1.697736 -0.054 0.028 0.071
H 0.035553 -4.081495 0.800351 0.270 0.301 -0.105
H 1.807082 3.995160 -0.468081 -0.216 -0.067 -0.091
C 0.910284 -1.909490 3.102711 -0.860 0.151 0.135
H -1.461762 -0.938378 -4.958731 0.132 -0.126 0.332
H -1.335241 -1.469057 -3.256142 0.225 0.259 -0.388
P -0.065401 1.009250 -1.985338 0.148 0.569 -0.823
H 3.067682 -4.236033 0.292455 0.163 0.170 -0.352
O -2.890537 -1.449445 -1.229960 0.965 -0.133 -0.021
H 0.769811 1.305511 -4.854888 -0.415 0.211 -0.007
H -0.683390 0.429983 6.803555 0.291 0.513 -0.135
H 3.024808 -2.047704 2.823004 0.083 0.118 -0.142
H 0.869815 2.366850 7.416649 -0.202 0.000 -0.453
Lu -0.699965 -0.467814 0.305349 -0.191 0.410 0.830
C -4.068067 -2.296065 -1.355714 0.026 -0.052 -0.011
C -0.239897 1.091806 6.050476 -0.153 -0.009 -0.102
C 1.574032 -2.760205 0.049218 -0.356 1.275 -0.238
C 1.875453 -1.052649 -1.554496 -0.148 -0.534 0.335
H 4.597031 -3.112100 -1.401024 0.007 0.026 -0.090
H -0.747374 1.143189 -5.747467 0.104 0.150 0.214
H 2.489550 2.410476 -0.650015 -0.061 -0.206 -0.122
C 0.604392 2.164920 6.373573 -0.070 -0.199 -0.429
C 1.382276 0.049214 -2.289046 1.384 -0.329 0.149
H -1.259294 0.071104 4.400450 0.315 0.380 0.434
H 0.317670 -1.215169 3.709051 0.202 -0.238 -0.136
C 3.131133 -1.626735 -1.888281 -0.400 0.932 -0.199
C 2.778618 -3.354555 -0.277313 0.170 0.374 0.029
H 1.038552 2.604304 0.310306 0.012 0.217 -0.241
H -1.134119 3.589287 -0.921310 0.181 0.083 -0.343
C 0.758163 -3.336908 1.171349 0.104 -0.015 -0.100
H -0.524917 2.577883 -4.730149 0.168 -0.577 0.046
C -2.264588 -2.794871 1.328583 -0.089 0.080 0.166
H -1.989170 -3.456493 0.486269 -0.346 0.323 0.239
H 3.669604 -1.097809 -2.675387 0.186 -0.440 0.271
Br 1.929861 3.598474 2.732655 0.011 0.212 -0.134
C -0.895392 -0.806399 -4.023779 0.178 0.152 0.032
H -4.298642 -2.416391 -2.425163 0.001 -0.117 0.493
```
Positions in Å, forces in eV/Å.

Computed properties:
- Multiplicity: 2
- E_tot: -153828.095 eV
- Gap between HOMO and LUMO (spin up / spin down): 7.97 / 6.19 eV
- Expectation value of S²: 0.783
- LUMO level (spin up / spin down): -5.77 / -7.55 eV
- HOMO level (spin up / spin down): -13.7383 / -13.7388 eV
- Total charge: +2

DFT (the ωB97M-V functional and the def2-TZVPD basis) results for a structure of composition C28H42CaNO24.

```
96
Properties=species:S:1:pos:R:3:forces:R:3
O -3.150753 -0.155951 -0.242761 1.222 -0.100 0.480
H 1.344759 -0.830903 -4.664096 -0.368 0.559 0.522
C 1.770612 1.145349 -1.702473 -0.809 -0.720 3.002
O 2.527713 0.360206 -2.497012 0.774 -2.025 3.761
C -4.356097 0.219345 4.441764 0.536 0.811 1.138
C -3.190071 1.003759 -2.250940 -0.853 -0.308 1.245
C 2.647015 0.753257 -3.799642 -1.367 1.813 -1.159
O 5.203527 -0.467906 0.478141 -2.277 0.666 2.059
H -3.613062 1.558770 5.931321 1.234 0.127 -0.106
C 6.198226 -1.434620 -1.301099 0.622 0.978 -0.338
O -0.137465 -1.913572 2.672077 -3.742 -1.550 -0.050
C -3.088527 -3.239701 1.468522 -0.668 -0.005 -1.901
O 1.534355 1.045535 -0.488518 1.415 -0.066 -3.708
O 1.641293 -1.492089 0.510927 0.052 -2.509 -2.410
H -3.998323 -1.031003 -1.947621 0.728 -0.214 -0.022
O 2.344907 -0.892817 3.508830 1.016 -0.353 1.337
H -4.354179 -0.546737 5.217147 -0.770 0.553 0.376
O -2.884031 1.929603 3.975438 2.099 0.538 -0.785
H 2.344467 -0.017564 -5.807307 0.121 0.435 0.071
O 1.189735 2.045551 -2.443123 -0.196 1.856 -1.095
H -1.038062 6.346453 1.678725 -0.139 -0.256 0.221
H -2.289942 3.583891 -0.750256 0.214 0.046 0.519
H -3.494698 2.014007 -1.977637 -0.718 -0.016 -0.484
O -0.927703 0.231354 0.312279 -4.292 0.404 -3.773
C -1.729885 4.445095 -1.114618 0.297 0.524 -0.268
H -4.548386 3.708348 5.220233 0.385 -0.168 -0.081
H 4.157169 -4.214423 -2.211908 -0.516 0.070 0.703
H 7.166097 -0.152219 0.246007 0.169 -0.534 0.018
C 1.393559 -4.556560 -1.161690 0.553 1.497 -0.835
Ca 0.856875 0.201091 1.902198 -0.320 0.622 -1.903
C -3.884389 1.645313 4.879189 -2.576 -0.814 1.853
H -2.540369 -5.080841 2.452651 0.683 0.096 -0.172
O 0.319922 4.187029 0.245889 0.710 -1.031 -1.257
H 1.954266 2.763067 -4.353461 0.185 0.591 1.024
H -3.989414 0.729602 -4.288345 -0.135 0.260 0.399
H 6.937817 1.861266 -0.597815 -0.306 0.145 -0.381
O -1.899209 -3.304434 3.330144 1.727 1.080 1.357
O 1.265499 0.710300 4.285799 1.372 -0.817 1.641
C 6.061971 1.258179 -0.837124 -0.790 -0.978 0.163
O -1.895363 0.958117 -1.657227 1.939 -0.242 0.218
H -0.319419 6.026554 -0.523234 0.185 -0.309 -0.124
H -2.618085 -0.262131 -3.864657 -0.253 -0.378 0.391
H -5.323878 0.337902 3.954477 0.276 -0.675 -0.782
C -3.332327 -4.114074 0.282557 -0.010 0.452 -0.947
O -3.223114 -0.220258 3.696225 0.915 0.317 -1.727
C 4.514329 0.648145 0.719829 -1.767 0.102 1.606
C -1.235692 -2.487137 2.457095 2.338 0.018 0.603
H -5.757464 2.518915 5.525859 0.086 -0.306 0.128
C -2.876924 -4.067139 2.670000 -0.397 -0.464 -0.111
H 0.494683 -5.039336 -1.545146 0.136 -0.097 0.412
O 1.050922 -3.573148 -0.158190 -1.492 -0.979 1.242
C -3.082546 0.707266 -3.684020 1.036 -0.155 -1.750
H 3.241712 -4.688285 -3.585275 -0.103 -0.030 -0.175
C 3.328624 -3.894228 -2.843646 -0.083 -1.108 -1.441
H -2.424905 -4.655324 0.014741 -0.124 -0.349 0.291
H 2.158583 -5.240937 -0.794995 -0.298 -0.061 0.237
C 6.254126 -0.178292 -0.350421 2.322 -2.132 -1.596
C 1.592202 1.895355 -3.802016 -0.219 -0.218 -1.736
O 4.952276 1.661399 0.005423 0.538 0.920 -0.879
C 1.655358 -2.412137 -0.327325 0.561 1.362 2.602
H 5.750496 1.252418 -1.881654 0.088 0.563 0.016
O 2.433069 -0.621670 5.641555 -0.661 1.069 -2.206
H -3.894382 -2.511389 1.559367 0.096 0.128 0.291
C -0.744726 5.109108 -0.116401 0.050 -1.208 0.771
H 3.657675 1.125707 -3.966754 0.031 0.060 -0.082
H -1.245853 4.124348 -2.037076 0.525 -0.101 0.230
H -2.457435 5.161352 -1.496379 -0.121 0.305 0.421
C -3.912379 -0.075732 -1.429772 -1.200 0.432 -0.699
H -5.346793 2.883844 3.881157 0.085 0.027 -0.173
H 0.702462 1.641377 -4.378175 -0.122 -0.463 0.143
N 2.047150 -0.237439 4.515390 -1.079 -0.205 0.277
H -3.569901 -3.518181 -0.598669 -0.257 -0.002 -0.015
H 2.998252 -1.168321 -4.712190 0.402 0.139 0.150
H 3.709030 -3.018855 -3.370055 -0.288 0.081 -0.020
C 1.979344 -3.589815 -2.206272 2.091 -0.331 -0.203
H -2.334104 1.356338 -4.138585 -0.307 0.497 -0.094
H 1.230372 -3.269504 -2.930528 0.040 0.019 -0.064
H -2.343212 5.128269 1.269310 -0.061 0.394 0.632
C -1.276499 5.348507 1.310808 -0.945 0.274 -1.109
H 6.122882 -2.356138 -0.723844 0.077 0.283 0.344
O -0.658189 4.355014 2.116317 -1.823 0.295 2.715
H -4.173805 -4.767778 0.512061 0.124 -0.196 -0.215
C 2.306488 -0.327504 -4.762994 0.234 -1.603 -0.973
O 0.816419 2.649723 1.838806 -1.473 1.357 -0.040
H 7.054554 -1.565440 -1.962676 0.069 0.304 0.009
O -1.334713 0.737910 2.835813 -1.285 0.157 0.923
H 5.295105 -1.388391 -1.909640 -0.086 0.205 -0.038
C -1.905215 0.340071 -0.498755 2.478 -0.805 3.482
H -4.958012 0.145849 -1.216093 0.170 0.470 0.368
C -4.914682 2.742666 4.871835 -0.889 0.205 -0.427
O 3.590536 0.767397 1.507090 0.832 -0.611 -0.682
C 0.157847 3.619038 1.474534 2.630 -0.592 -2.504
O -1.855221 -2.504083 1.289913 0.017 0.218 0.330
C -2.379277 0.819871 3.441165 -0.077 -0.666 0.035
O 2.376042 -2.462896 -1.416102 -0.453 1.682 0.025
H -3.821641 -4.261925 3.177599 0.230 0.745 0.762
```
Positions in Å, forces in eV/Å.

Computed properties:
- Multiplicity: 2
- E_tot: -98772.046 eV
- Energy above the lowest of the compared OMol25 structures with the same formula, charge and spin: 0.5830 eV
- Gap between HOMO and LUMO (spin up / spin down): 9.68 / 5.42 eV
- Expectation value of S²: 0.758
- LUMO level (spin up / spin down): -5.13 / -9.39 eV
- HOMO level (spin up / spin down): -14.8078 / -14.8032 eV
- Total charge: +2